[1]
Entry from OMol25: a structure of composition C30H35N7O2SiTi at a distorted geometry (ωB97M-V/def2-TZVPD).

```
76
Properties=species:S:1:pos:R:3:forces:R:3
Ti -0.19646 0.00137 -0.11724 -0.1916 -0.5261 -0.0506
C 3.84647 -2.91053 -4.86762 -0.0422 0.0212 0.0732
C 3.24999 -2.24881 -3.65428 0.0522 -0.0334 -0.0675
C 3.62606 -2.62033 -2.36304 0.0171 -0.0647 0.0092
C 3.06131 -2.02249 -1.25425 0.0574 -0.0968 0.1029
C 2.11224 -1.01447 -1.38213 0.0714 0.1731 0.3446
N 1.61657 -0.34371 -0.20892 0.7582 0.1854 -0.2463
C 2.58906 0.24544 0.65886 -0.0968 -0.2293 -0.2379
C 3.84142 0.63256 0.18274 0.0499 0.1257 -0.1088
C 4.78805 1.19238 1.01558 0.0380 0.0322 0.0172
C 4.52365 1.41760 2.36739 0.1138 0.0286 -0.0257
C 5.53756 2.07014 3.26689 -0.0303 -0.0052 -0.0462
C 3.27776 1.04725 2.83991 -0.0547 0.0440 0.1213
C 2.33249 0.45430 2.01179 -0.2370 -0.0842 0.2302
N 1.09697 0.04236 2.61461 0.0894 -0.1199 -0.2124
C 0.87450 -0.27001 3.89990 0.0663 0.0328 0.0742
C -0.47629 -0.50447 4.06369 -0.0471 -0.0482 0.0387
C -1.01919 -0.32312 2.80409 0.0497 0.0316 -0.0610
N -0.06371 0.00168 1.91602 0.0324 0.0580 1.1669
C 1.71783 -0.66001 -2.66670 -0.1941 0.0874 -0.0597
C 2.27070 -1.27450 -3.78313 -0.0545 -0.0289 -0.0732
N 0.66828 0.29917 -2.87630 0.1018 -0.2461 0.0710
C 0.50518 1.11237 -3.92546 0.0368 0.0051 -0.1001
C -0.78728 1.60195 -3.89967 -0.0526 0.0419 -0.0359
C -1.36278 1.02489 -2.78121 0.0884 -0.0810 0.0550
N -0.48220 0.23229 -2.13862 0.0049 0.3339 -1.0724
H 4.83052 -3.32002 -4.64616 -0.0130 0.0142 0.0034
H 3.21492 -3.73434 -5.20627 -0.0052 0.0132 0.0210
H 3.94392 -2.20754 -5.69387 -0.0032 -0.0033 0.0095
H 4.36885 -3.39769 -2.22668 -0.0178 0.0426 -0.0032
H 3.37049 -2.31542 -0.25779 0.0194 0.0059 -0.0275
H 4.07563 0.48344 -0.86336 -0.0081 -0.0065 0.0317
H 5.75261 1.47037 0.60747 -0.0345 -0.0087 0.0061
H 6.55100 1.82721 2.95037 -0.0194 -0.0017 0.0116
H 5.43548 3.15717 3.23446 -0.0042 -0.0256 -0.0104
H 5.41679 1.75694 4.30335 -0.0102 -0.0045 -0.0322
H 3.02797 1.24003 3.87634 0.0203 -0.0085 -0.0299
H 1.67891 -0.31338 4.61497 -0.0156 0.0095 -0.0438
H -0.98774 -0.77858 4.97067 0.0392 -0.0027 -0.0359
H -2.04492 -0.43908 2.48969 0.0126 0.0273 -0.0141
H 1.90989 -1.00998 -4.77060 0.0094 0.0010 0.0324
H 1.30799 1.28695 -4.62422 -0.0183 -0.0299 0.0334
H -1.24302 2.28711 -4.59457 0.0259 -0.0566 0.0118
H -2.36538 1.14566 -2.40434 0.0038 0.0294 0.0522
C -1.05992 -3.33619 1.37386 0.1039 -0.0083 0.2068
Si -1.15834 -2.37054 -0.21118 -0.2435 -0.1072 -0.1152
C -2.95349 -2.03977 -0.64716 -0.1246 0.1090 0.0161
C -0.33251 -3.34272 -1.56136 0.1262 0.0330 -0.1884
H -1.39351 -4.35641 1.16026 0.0156 0.0202 0.0316
H -1.69844 -2.93807 2.16355 0.0210 -0.0393 -0.0175
H -0.03682 -3.39503 1.75380 -0.0461 -0.0279 0.0102
H -3.40730 -2.97530 -0.98980 -0.0011 0.0342 0.0251
H -3.07294 -1.31461 -1.45648 -0.0390 -0.0326 -0.0058
H -3.53599 -1.70273 0.21607 -0.0110 -0.0118 -0.0513
H -0.86415 -4.29394 -1.66267 0.0198 0.0237 -0.0095
H 0.70684 -3.56270 -1.31304 -0.0072 -0.0350 -0.0412
H -0.35657 -2.83748 -2.52933 0.0003 -0.0432 0.0204
O -6.47831 0.19871 3.01930 -0.0845 0.0221 -0.0328
C -6.65042 1.33913 2.20955 0.1336 -0.0573 0.0508
N -5.29083 1.73153 1.87963 -0.0457 0.0205 -0.0655
C -4.99525 2.50678 0.81568 -0.0181 -0.2347 -0.0269
O -5.80907 2.96834 0.04738 0.0267 0.1388 0.0068
C -3.51798 2.70513 0.56668 -0.0766 0.0179 0.0757
C -2.98443 3.97225 0.36963 -0.0267 0.1127 -0.0495
C -1.63285 4.10430 0.09014 -0.0650 0.1081 -0.0109
C -0.86059 2.96726 -0.02057 -0.0320 -0.1797 0.0316
N -1.37784 1.73757 0.12864 -0.4840 0.5000 0.2517
C -2.68256 1.61695 0.43254 0.1627 -0.0308 -0.1067
H -7.31195 -0.01608 3.45208 0.0319 0.0148 -0.0047
H -7.16833 2.14189 2.73863 -0.0026 0.0169 0.0556
H -7.18160 1.12566 1.28245 -0.0080 -0.0046 -0.0668
H -4.59152 1.49125 2.56362 -0.0045 0.0691 0.0275
H -3.63093 4.83982 0.42755 0.0139 -0.0198 0.0091
H -1.18244 5.07633 -0.05429 -0.0073 -0.0132 0.0145
H 0.19769 3.02768 -0.24493 0.0374 -0.0170 -0.0135
H -3.07976 0.60888 0.51748 0.0265 -0.0107 0.0500
```
Positions in Å, forces in eV/Å.

The net charge is +2.

[2]
Entry from OMol25: a structure of composition C30H35N7OS5SiZr at a distorted geometry (ωB97M-V/def2-TZVPD).

```
80
Properties=species:S:1:pos:R:3:forces:R:3
Zr 0.78824 0.35330 0.82411 -1.3393 0.1855 0.0199
C 2.78531 1.71558 4.26744 0.0864 -0.0119 -0.0907
C 3.33477 2.85568 3.67149 -0.0069 0.0105 -0.0053
C 3.64595 2.83679 2.33573 0.0111 -0.0356 0.0300
C 3.36484 1.69567 1.56814 0.3517 -0.2561 -0.3388
N 2.68607 0.64494 2.11285 -0.0367 0.4440 0.0788
C 2.46244 0.66723 3.45167 0.2265 -0.1976 -0.0365
N 3.90917 1.64904 0.29572 -0.0835 -0.1369 0.0675
C 3.47350 0.85651 -0.62630 -0.0428 0.1142 -0.0666
N 2.34562 0.09421 -0.58876 -0.0741 0.1477 -0.0176
C 2.08246 -0.47577 -1.83770 0.1866 -0.1997 0.1433
N 1.11487 -1.23984 -2.16952 0.0062 -0.0749 0.1246
C 0.19360 -1.78105 -1.24543 0.4318 0.0128 -0.1128
C -0.83351 -2.50334 -1.75285 -0.0131 0.0016 0.0716
C -1.85490 -2.99752 -0.85432 0.0900 -0.0763 -0.0146
C -1.69947 -2.92146 0.46804 -0.0100 0.0359 0.0035
C -0.41022 -2.41407 1.05972 0.0820 0.0024 -0.1248
N 0.35690 -1.56688 0.11990 -0.1431 0.0798 -0.1361
C 3.19203 -0.05574 -2.72869 -0.0776 -0.0656 -0.0697
C 3.46008 -0.36104 -4.04971 -0.0051 0.0327 0.0320
C 4.63566 0.14005 -4.59559 0.0186 0.0035 -0.0126
C 5.51450 0.91242 -3.83614 -0.0099 0.0061 0.0125
C 5.23962 1.21439 -2.50762 -0.0494 0.0101 -0.0609
C 4.06320 0.72142 -1.97620 0.0847 0.0168 0.0784
H 2.57173 1.66755 5.32453 -0.0086 0.0070 0.0024
H 3.53191 3.74095 4.26199 0.0128 -0.0040 0.0063
H 4.11277 3.67265 1.83563 0.0439 -0.0139 0.0140
H 2.01752 -0.23394 3.85651 -0.1500 0.0951 0.0218
H -0.89678 -2.63363 -2.82285 0.0342 -0.0470 0.0022
H -2.76455 -3.41822 -1.26965 -0.0028 -0.0239 0.0088
H -2.47351 -3.26178 1.14529 -0.0171 0.0203 -0.0011
H 0.21929 -3.28059 1.32252 -0.0224 -0.0003 0.0146
H 2.77540 -0.96884 -4.62566 0.0038 -0.0142 -0.0015
H 4.88030 -0.07654 -5.62746 0.0007 0.0041 -0.0026
H 6.42424 1.28160 -4.29116 0.0010 -0.0034 -0.0075
H 5.91155 1.81256 -1.90763 -0.0027 0.0104 0.0079
O 0.58931 7.01575 2.90087 0.0163 0.0195 0.0130
C 0.49951 5.88611 2.50666 0.0251 -0.0433 -0.0120
S -0.05626 4.52569 3.49906 0.0011 0.0384 0.0032
C 0.05555 3.29945 2.25392 0.0122 -0.1272 0.0335
C 0.49689 3.68649 1.04750 -0.0981 -0.0460 -0.0306
S 0.74150 2.65690 -0.35400 0.3310 0.0088 0.1383
S 0.93057 5.37127 0.86287 0.0031 0.0408 0.0127
S -0.42171 1.66801 2.70506 -0.0541 0.0418 -0.0875
C -0.98198 -4.20435 3.94183 0.0197 0.0031 -0.0353
Si -1.40783 -2.38491 3.87101 -0.0489 -0.0213 0.0937
C -0.70884 -1.49558 5.35965 0.0256 0.0009 -0.0025
C -3.26055 -2.13928 3.83954 0.0048 -0.0104 -0.0333
C -0.63537 -1.58597 2.33559 0.1777 -0.0520 -0.3005
H -1.48242 -4.66680 4.79558 0.0091 -0.0089 0.0055
H 0.09214 -4.36007 4.06231 0.0076 -0.0015 -0.0132
H -1.29869 -4.73699 3.04288 -0.0084 -0.0004 -0.0053
H -1.21982 -1.80615 6.27340 0.0026 -0.0001 0.0082
H -0.83150 -0.41443 5.25720 0.0035 0.0066 -0.0076
H 0.35570 -1.70664 5.48964 0.0075 0.0054 -0.0041
H -3.72811 -2.68491 4.66221 -0.0025 0.0131 0.0146
H -3.71622 -2.48315 2.90995 -0.0044 -0.0017 -0.0037
H -3.50310 -1.08092 3.95690 -0.0051 0.0079 -0.0214
H 0.34043 -1.19903 2.68031 0.0729 -0.0470 0.2135
H -1.29048 -0.74049 2.08497 0.0034 0.0242 0.0919
C -5.17163 -0.81594 -3.69430 -0.0020 0.0281 -0.0016
C -3.73847 -1.09811 -3.27382 0.0294 -0.0542 0.0078
N -3.39793 -0.48207 -2.00021 -0.2702 0.2583 0.0236
C -2.41267 0.37098 -1.70960 0.4508 -0.0880 -0.2961
S -1.97713 0.61287 -0.08380 -0.3977 0.0033 0.5145
N -1.76690 1.06617 -2.66246 0.0545 0.0064 0.1058
C -2.30262 1.60122 -3.91168 -0.0098 -0.0660 -0.0475
C -1.47450 1.19394 -5.11906 -0.0093 0.0021 -0.0310
H -5.40906 -1.34733 -4.61607 0.0022 -0.0014 -0.0042
H -5.33518 0.25004 -3.85605 -0.0018 0.0040 -0.0033
H -5.87133 -1.14450 -2.92485 0.0004 -0.0117 -0.0019
H -3.03078 -0.76454 -4.02659 0.0259 -0.0517 0.0178
H -3.58654 -2.17531 -3.16364 -0.0036 0.0058 -0.0179
H -3.79658 -0.90051 -1.17299 0.0727 -0.0591 -0.0024
H -1.01044 1.60763 -2.26234 -0.0557 0.0770 -0.0063
H -2.31772 2.68997 -3.82140 0.0114 -0.0035 0.0047
H -3.33972 1.29018 -4.01612 0.0063 0.0244 0.0012
H -0.43747 1.50650 -4.99388 0.0048 -0.0015 0.0105
H -1.86405 1.66388 -6.02281 -0.0028 0.0048 -0.0003
H -1.47858 0.11265 -5.26129 0.0161 -0.0071 0.0151
```
Positions in Å, forces in eV/Å.

The net charge is 0.

The evaluated frontier orbital gap for the records listed, in turn: 7.241 6.149 eV.
The evaluated energy relative to the best compared isomer or geometry (same formula, charge and spin) for the records listed, in turn: 5.19 29.65 kcal/mol.